Record 1
C29H40BBr8NO2S as an isolated structure at a distorted geometry. Source: the Open Molecules 2025 dataset; level of theory: ωB97M-V/def2-TZVPD.

Calculated values
strongest force on any atom = 7.0 eV/A
HOMO = -7.53 eV
charge = 0

Each line ends with the Löwdin charge.
CARTESIAN COORDINATES (ANGSTROEM)
C: -6.8858 -2.2010 -3.4697  0.0269
C: -5.7679 -2.2016 -2.7533  -0.1174
C: -4.3536 -1.9343 -1.9761  -0.1883
C: -3.5692 -0.7408 -2.7954  -0.1666
C: -2.0521 -1.1234 -3.1890  -0.1738
N: -1.0594 -1.0735 -2.0686  -0.1250
C: -1.0177 -2.3118 -1.2591  -0.3450
C: -0.2041 -3.5422 -1.9012  -0.1725
C: -0.0084 -4.9359 -1.1861  -0.1336
C: -0.6365 -5.1476 0.2464  -0.0762
C: -1.4500 -3.9666 0.8948  -0.0695
C: -1.6433 -2.5508 0.1624  -0.3971
S: -2.5729 -1.1337 0.9797  0.8699
C: -1.7885 0.3561 0.1503  -0.3138
C: -1.8077 1.7397 0.9662  -0.1266
C: -2.5413 1.7114 2.4124  -0.1742
C: -2.5585 3.1366 3.1738  -0.2217
O: -2.5017 2.8472 4.6140  -0.1357
C: -1.1174 3.0026 0.3258  0.0234
C: -0.4604 2.8323 -1.1076  -0.0781
B: 0.2407 4.1458 -1.7969  -0.3778
O: -0.3099 4.8124 -2.9659  0.0533
C: 1.6064 4.6983 -1.0532  -0.1499
C: 2.2629 3.3971 -0.2777  -0.1610
C: -0.4500 1.4752 -1.9046  0.0595
C: -1.1319 0.1677 -1.2655  -0.1673
H: -7.7067 -1.8811 -4.2243  0.0445
H: -4.6499 -1.5663 -0.9298  0.0744
H: -3.7912 -2.9351 -1.9969  0.1055
H: -4.1533 -0.6557 -3.8042  0.1136
H: -3.6985 0.2780 -2.2767  0.1166
H: -2.0703 -2.2245 -3.5788  0.1349
H: -1.7513 -0.4535 -4.0910  0.1287
H: 0.2851 -3.4072 -2.9290  0.0978
H: 0.6081 -5.8048 -1.6508  -0.0407
H: -0.4659 -6.1732 0.7672  0.0912
H: -1.8958 -4.0823 1.9440  0.0834
H: -3.6462 1.3954 2.1962  0.1224
H: -2.0927 0.8423 3.0437  0.1078
H: -1.6173 3.7471 2.9132  0.0669
H: -3.5212 3.6929 2.8635  0.1435
H: -1.8373 2.1367 4.7899  0.0892
H: -1.0728 4.0063 0.8778  0.0436
H: 0.4222 5.1522 -3.5531  0.1096
H: 2.3404 5.0733 -1.8580  0.1006
H: 1.3464 5.5012 -0.2595  0.0446
H: 3.3692 3.6466 -0.0301  0.0412
H: 2.3004 2.4767 -0.9883  0.0781
H: 1.6991 3.1637 0.7071  -0.0291
H: 0.0291 1.3951 -2.9502  0.1120
Br: 0.2929 6.0648 2.2519  0.6902
C: 0.7273 6.4669 4.1093  -0.6634
C: -0.2816 5.8554 5.0513  -0.6888
Br: -1.9358 6.8859 5.0797  0.6160
H: 0.7953 7.5526 4.1926  0.0543
H: 1.7164 6.0319 4.2695  0.0458
H: 0.0870 5.8816 6.0791  0.0610
H: -0.5493 4.8296 4.7930  0.0295
Br: 5.0747 -1.8848 0.5954  0.5910
C: 4.4013 -2.0754 -1.2245  -0.6944
C: 3.1298 -1.2860 -1.4225  -0.6289
Br: 1.5992 -2.1957 -0.6243  0.9215
H: 4.2804 -3.1439 -1.4092  0.0507
H: 5.1984 -1.6883 -1.8633  0.0555
H: 2.8887 -1.2055 -2.4850  0.0645
H: 3.1692 -0.2860 -0.9874  0.0445
Br: 5.2254 3.8687 2.4292  0.6282
C: 4.3648 3.3709 4.1060  -0.6861
C: 3.6776 2.0319 3.9924  -0.6703
Br: 1.9920 2.1814 3.0235  0.6783
H: 3.6869 4.1841 4.3696  0.0368
H: 5.1746 3.3268 4.8376  0.0585
H: 3.4043 1.6553 4.9806  0.0577
H: 4.2763 1.2804 3.4759  0.0533
Br: 1.6500 -6.8542 -3.4466  0.6809
C: 1.0259 -8.5549 -2.7250  -0.6694
C: 1.7235 -9.7183 -3.3863  -0.6988
Br: 0.9986 -10.0589 -5.1634  0.6046
H: -0.0582 -8.5739 -2.8468  0.0606
H: 1.2671 -8.5165 -1.6603  0.0635
H: 1.5484 -10.6398 -2.8268  0.0588
H: 2.7977 -9.5690 -3.5032  0.0520


Record 2
A 8-piece molecular cluster, C40H74F24N8O17S8 overall at a distorted geometry. Source: the Open Molecules 2025 dataset; level of theory: ωB97M-V/def2-TZVPD.

Calculated values
strongest force on any atom = 8.8 eV/A
HOMO (spin up / spin down) = -9.63 / -9.63 eV
expectation value of S² = 0.76
multiplicity = 2
charge = +1

Each line ends with the Löwdin charge.
CARTESIAN COORDINATES (ANGSTROEM)
C: 1.4862 8.7327 -5.1154  -0.0697
C: 2.1407 7.9587 -3.8914  -0.1965
C: 2.2261 6.4925 -4.2154  -0.1841
N: 3.0313 5.5504 -3.3774  -0.1885
C: 4.5292 6.0362 -3.3572  -0.1086
C: 5.5080 4.9691 -2.9908  -0.1539
C: 5.2262 3.4811 -3.5567  -0.1427
C: 3.8242 3.0872 -3.2049  -0.1629
C: 2.7928 4.0588 -3.8173  -0.0536
C: 2.6533 5.5880 -1.8566  0.0262
H: 0.4637 8.3710 -5.2229  0.0701
H: 2.0121 8.8336 -6.0648  0.0815
H: 1.3380 9.7848 -4.8718  0.0676
H: 1.6375 8.1479 -2.9432  0.1082
H: 3.1787 8.2908 -3.8728  0.0996
H: 2.5252 6.4204 -5.2610  0.1072
H: 1.2450 6.0313 -4.3291  0.1442
H: 4.6175 6.2962 -4.4121  0.1369
H: 4.6522 6.9011 -2.7053  0.1311
H: 6.4782 5.3751 -3.2774  0.1177
H: 5.5308 4.9289 -1.9018  0.1042
H: 5.4465 3.5020 -4.6240  0.1213
H: 5.9528 2.8451 -3.0510  0.1115
H: 3.6642 2.0863 -3.6057  0.1299
H: 3.6423 3.1067 -2.1304  0.1097
H: 2.9303 4.1115 -4.8973  0.1172
H: 1.7413 3.8231 -3.6532  0.1234
H: 3.2718 5.0288 -1.1546  0.0995
H: 1.6500 5.1755 -1.7500  0.0897
H: 2.5932 6.6091 -1.4799  0.0951
C: 4.3943 -3.8123 2.3626  -0.0731
C: 3.7010 -4.8594 1.4481  -0.2227
C: 4.4990 -6.1558 1.2798  -0.1017
N: 3.8362 -7.1406 0.2037  -0.1835
C: 4.7105 -8.4746 0.4369  -0.0674
C: 4.1417 -9.7272 -0.3386  -0.1762
C: 2.6585 -9.9647 -0.0949  -0.1549
C: 1.7501 -8.6056 -0.2794  -0.0903
C: 2.3927 -7.4773 0.5950  -0.1336
C: 3.8945 -6.5965 -1.3431  0.1031
H: 4.1705 -2.7472 2.4218  0.0687
H: 5.4652 -3.7599 2.1666  0.0818
H: 4.0866 -4.1299 3.3589  0.0667
H: 3.4693 -4.3584 0.5082  0.0912
H: 2.7340 -5.1395 1.8658  0.0970
H: 4.6979 -6.6009 2.2547  0.1309
H: 5.4665 -5.9491 0.8223  0.1255
H: 4.8658 -8.6800 1.4961  0.1222
H: 5.7135 -8.2375 0.0821  0.1214
H: 4.6686 -10.6298 -0.0292  0.1206
H: 4.3068 -9.6064 -1.4093  0.1060
H: 2.6523 -10.3942 0.9069  0.1082
H: 2.2890 -10.8001 -0.6895  0.1100
H: 0.7981 -8.7912 0.2178  0.1079
H: 1.5834 -8.1808 -1.2693  0.1061
H: 2.3998 -7.6381 1.6730  0.1340
H: 1.9376 -6.4965 0.4570  0.1108
H: 3.4033 -5.6422 -1.5333  0.0808
H: 3.6758 -7.4658 -1.9633  0.0916
H: 4.9343 -6.2864 -1.4461  0.0982
C: -2.6343 -5.5144 7.4360  -0.1139
C: -2.0260 -4.1523 7.2151  -0.2201
C: -0.5325 -4.2263 6.6229  -0.0519
N: 0.0188 -2.8713 5.9285  -0.2101
C: 1.5632 -2.9017 5.9369  -0.0893
C: 2.2052 -1.7882 5.0517  -0.1415
C: 1.5969 -1.6652 3.6371  -0.1494
C: 0.0175 -1.6474 3.6124  -0.1232
C: -0.6350 -2.7165 4.5136  -0.0888
C: -0.4693 -1.6811 6.8219  0.0312
H: -2.1570 -6.2111 8.1251  0.0750
H: -2.5581 -6.0888 6.5128  0.0777
H: -3.6082 -5.5241 7.9255  0.0866
H: -2.1039 -3.4995 8.0846  0.1085
H: -2.6881 -3.6836 6.4871  0.1008
H: -0.3573 -5.0046 5.8801  0.1167
H: 0.0947 -4.3813 7.5007  0.1202
H: 1.7088 -3.8584 5.4353  0.1184
H: 1.9020 -2.9346 6.9724  0.1311
H: 3.2928 -1.8475 5.0097  0.1131
H: 2.1062 -0.8524 5.6017  0.1088
H: 1.9972 -2.3119 2.8562  0.0779
H: 1.8531 -0.6917 3.2191  0.1164
H: -0.3768 -1.6084 2.5970  0.1113
H: -0.3004 -0.7161 4.0811  0.0954
H: -0.5653 -3.6553 3.9641  0.1242
H: -1.6698 -2.4261 4.6950  0.1085
H: 0.0624 -0.8007 6.4608  0.0991
H: -0.2606 -1.8963 7.8698  0.1115
H: -1.5509 -1.6265 6.6988  0.0716
C: -5.0872 -0.1212 0.4665  0.0387
N: -4.7303 -1.6144 0.8996  -0.2450
C: -3.6745 -1.6333 2.0301  0.0101
C: -6.1847 -2.0714 1.4216  0.0298
C: -4.2141 -2.5023 -0.2318  -0.1086
C: -2.7986 -2.2391 -0.7854  -0.2182
O: -2.6885 -0.9502 -1.4083  -0.0572
H: -4.1592 0.4047 0.2420  0.0817
H: -5.6030 0.4587 1.2318  0.1068
H: -5.6621 -0.0966 -0.4592  0.1034
H: -3.4757 -2.5870 2.5190  0.1039
H: -4.2813 -1.0767 2.7443  0.0775
H: -2.7915 -1.0190 1.8537  0.0799
H: -6.1071 -3.1040 1.7616  0.0881
H: -6.9209 -2.1398 0.6207  0.1007
H: -6.5577 -1.4696 2.2503  0.1019
H: -4.9247 -2.5276 -1.0579  0.1325
H: -4.2568 -3.5293 0.1310  0.1248
H: -2.4889 -3.1289 -1.3337  0.1227
H: -2.1072 -2.2712 0.0566  0.0920
H: -1.8521 -0.5564 -1.1493  0.0029
C: -0.4158 2.0036 -1.2806  -0.4824
F: -1.8051 2.2020 -1.3055  0.0890
F: -0.0452 1.4718 -2.4805  0.0936
F: 0.2519 3.1620 -1.0439  0.1135
S: 0.0486 0.6723 0.0851  0.6696
O: 1.2282 1.0185 0.7877  -0.2673
O: -1.1369 0.4695 0.9250  -0.3332
N: 0.0454 -0.8272 -0.7710  -0.2939
S: 1.5631 -1.0927 -0.9295  0.5670
O: 2.1928 -0.2841 -1.9829  -0.3102
O: 2.2679 -1.2981 0.3103  -0.3191
C: 1.5705 -2.9175 -1.7085  -0.6729
F: 1.2844 -3.0879 -2.9455  0.2007
F: 2.7319 -3.4555 -1.4683  0.1101
F: 0.7114 -3.7222 -1.0030  0.0584
C: -5.0119 3.2093 -2.8381  -0.5999
F: -4.6294 2.3452 -1.8748  0.1251
F: -4.0894 4.1841 -2.9385  0.1282
F: -4.9104 2.5055 -3.9272  0.1889
S: -6.8593 3.9502 -2.6281  0.7577
O: -7.2586 4.4742 -3.9451  -0.2738
O: -7.6464 2.8706 -2.0592  -0.2806
N: -6.6021 5.1675 -1.3775  -0.0919
S: -6.5285 6.5196 -2.2124  0.5894
O: -5.5086 6.4468 -3.2179  -0.1874
O: -7.8026 6.9699 -2.7125  -0.1800
C: -6.0668 7.7429 -0.8053  -0.5906
F: -5.1340 7.1670 0.0498  0.1025
F: -5.6092 8.8781 -1.3538  0.1484
F: -7.1536 8.0671 -0.1347  0.1653
C: -3.0961 0.9485 6.9339  -0.6858
F: -3.5497 1.7872 7.7758  0.2176
F: -1.7540 0.9843 6.9831  0.1185
F: -3.5870 -0.2857 7.2261  0.1031
S: -3.5895 1.2639 5.1253  0.7473
O: -2.9936 0.1087 4.4629  -0.3580
O: -5.0817 1.3365 5.0953  -0.3147
N: -2.7787 2.7610 4.7209  -0.2823
S: -2.1532 2.5475 3.4106  0.5039
O: -0.8303 1.9097 3.4776  -0.3420
O: -3.0457 2.1657 2.3060  -0.3358
C: -1.5643 4.3448 2.9206  -0.6603
F: -0.8137 4.8908 3.8628  0.1374
F: -0.7623 4.2381 1.8549  0.1220
F: -2.6388 5.0856 2.7201  0.1413
C: 0.5738 6.3958 -8.6382  -0.6562
F: 0.0463 7.0208 -7.5575  0.1050
F: -0.3614 6.3344 -9.5987  0.1351
F: 1.5213 7.1039 -9.1547  0.1642
S: 1.4295 4.6956 -8.1830  0.7477
O: 1.9529 4.1788 -9.4866  -0.3126
O: 2.4534 5.1622 -7.2326  -0.3498
N: 0.1347 3.7377 -7.5339  -0.3080
S: 0.6110 2.3333 -7.5900  0.5441
O: 0.0957 1.5227 -8.7479  -0.3235
O: 2.0073 2.0605 -7.1628  -0.3541
C: -0.4071 1.6250 -6.0861  -0.6487
F: -0.3121 0.2875 -6.0486  0.1105
F: -0.1253 2.1548 -4.8924  0.1024
F: -1.7089 1.7699 -6.3023  0.1129


Record 3
One molecule with the formula C3Cl2F4 at a distorted geometry. Source: the Open Molecules 2025 dataset; level of theory: ωB97M-V/def2-TZVPD.

Calculated values
strongest force on any atom = 2.2 eV/A
HOMO (spin up / spin down) = -9.49 / -9.22 eV
charge = 0
energy relative to the best compared isomer or geometry (same formula, charge and spin) = 2.383 eV

Each line ends with the Löwdin charge.
CARTESIAN COORDINATES (ANGSTROEM)
C: -0.0291 -0.7226 -0.0165  -0.6443
C: 1.1336 -0.0007 0.6580  -0.5734
C: -0.9639 0.2270 -0.6885  -0.6238
F: -0.6988 -1.4290 0.8610  0.1351
F: 0.3876 -1.5600 -1.0391  0.0864
F: 0.9207 0.4279 1.9718  -0.0340
F: -0.5691 0.8862 -1.8285  0.0016
Cl: 1.9655 1.1896 -0.1421  0.8299
Cl: -2.1465 0.9816 0.2239  0.8225


Q: Which value of charge does entry 3 give?
A: 0


Q: The highest charge belongs to which entry?
A: C40H74F24N8O17S8


Q: What is the formula in the first record?
A: C29H40BBr8NO2S


Q: Among the records above, which one has the highest charge?
A: C40H74F24N8O17S8